## a
8
Properties=species:S:1:pos:R:3 method="wB97M-V/def2-TZVPD" smiles="S=C(S)C(=S)S" total_charge=0
S 1.024 1.327 -1.272
C 0.332 0.743 0.099
S 0.396 1.563 1.651
C -0.342 -0.623 -0.057
S -0.640 -1.576 1.310
S -0.721 -1.393 -1.699
H 0.517 2.930 0.967
H -1.413 -2.367 -1.062

## b
8
Properties=species:S:1:pos:R:3 method="wB97M-V/def2-TZVPD" smiles=SC#S#S#CS total_charge=0
S 2.899 0.977 -0.110
C 1.410 0.259 0.021
S 0.994 -1.339 0.116
S -1.215 -1.408 -0.077
C -1.456 0.175 0.075
S -2.969 0.944 0.149
H 4.168 0.359 0.175
H -3.831 0.032 -0.349

Pick the most stable structure from those above. Pick: a